--- one ---
Molecular formula: C2H9NS
Method: DFT, wB97M-V/def2-TZVPD

Summary:
- HOMO-LUMO gap (hartree) = 0.3607

The geometry in XYZ format:
```
13
C2H9NS (wB97M-V/def2-TZVPD)
H 4.4606 -2.5018 -0.4081
H 3.9513 -2.5242 0.1372
C -0.5104 -0.5561 0.0144
C -1.2053 -0.7763 -1.2940
S 0.0079 0.5623 -1.3582
H -1.1929 -0.5113 0.8719
H 0.2736 -1.2819 0.1631
H -2.2698 -0.5495 -1.1805
H -0.9390 -1.6066 -1.9671
N -0.6784 2.6075 1.3359
H -0.6019 2.0297 2.1509
H 0.1489 2.7646 0.7944
H -1.4447 2.3436 0.7401
```

Atomic partial charges in e from the Löwdin method, atoms 1 to 4: 0.003 0.000 -0.481 -0.517

***

--- two ---
Molecular formula: C2H9NS
Method: DFT, wB97M-V/def2-TZVPD

Summary:
- HOMO-LUMO gap (hartree) = 0.3629

The geometry in XYZ format:
```
13
C2H9NS (wB97M-V/def2-TZVPD)
H -1.2275 -0.7028 -3.1310
H -0.5288 -0.9254 -2.9574
C -0.5171 -1.2025 0.8125
C -1.4792 -0.1757 0.3154
S 0.0104 0.4794 1.1108
H 0.1569 -1.7100 0.1321
H -0.9718 -1.9325 1.4773
H -1.6921 -0.2097 -0.7446
H -2.3597 -0.0049 0.9224
N 1.6837 0.5511 -2.0305
H 0.8078 0.6558 -1.5218
H 2.0115 -0.3945 -1.8641
H 2.2780 1.2386 -1.5979
```

Atomic partial charges in e from the Löwdin method, atoms 1 to 4: 0.034 0.021 -0.516 -0.483

***

Which of them is most stable, and which least? Most stable: two; least stable: one.